# 1
{
  "formula": "C57H48N8O2PSbSe4Ti",
  "method": "wB97M-V/def2-TZVPD",
  "elements": ["Ti", "C", "N", "C", "N", "C", "C", "C", "C", "C", "C", "C", "C", "C", "C", "C", "C", "C", "C", "P", "C", "N", "C", "C", "N", "C", "C", "C", "C", "C", "C", "C", "C", "C", "C", "C", "C", "C", "C", "N", "C", "C", "N", "C", "C", "C", "C", "C", "C", "C", "C", "C", "C", "C", "C", "C", "H", "H", "H", "H", "H", "H", "H", "H", "H", "H", "H", "H", "H", "H", "H", "H", "H", "H", "H", "H", "H", "H", "H", "H", "H", "H", "H", "H", "H", "H", "H", "H", "H", "H", "H", "H", "H", "H", "H", "O", "C", "C", "C", "C", "C", "C", "C", "N", "C", "C", "N", "H", "H", "H", "H", "H", "H", "H", "O", "H", "H", "Se", "Sb", "Se", "Se", "Se"],
  "xyz": [[1.2525, -0.2208, 0.0031], [-3.6748, -1.9501, -0.3443], [-3.0767, -0.9167, -1.1330], [-2.4284, 0.2302, -0.7440], [-1.8754, 0.8335, -1.7688], [-2.1220, 0.0376, -2.8813], [-2.8956, -1.0230, -2.5031], [-3.5559, -2.0346, -3.3530], [-2.8161, -3.0410, -3.9816], [-3.3704, -3.9377, -4.8655], [-4.7403, -3.9404, -5.0729], [-5.5053, -3.0228, -4.3940], [-4.9186, -2.0648, -3.5612], [-1.6147, 0.2838, -4.2450], [-2.0915, 1.2912, -5.0682], [-1.5843, 1.4848, -6.3223], [-0.5333, 0.6731, -6.7728], [-0.0007, -0.3135, -5.9323], [-0.5864, -0.5161, -4.6817], [-2.5100, 0.8101, 0.9797], [-0.9696, 1.8013, 1.0492], [0.2833, 1.4289, 1.3168], [1.0329, 2.5614, 1.4082], [0.2307, 3.6621, 1.0952], [-1.0263, 3.1461, 0.9314], [-2.2753, 3.8388, 0.5430], [0.4124, 5.1502, 1.1185], [0.0248, 5.7428, 2.3076], [0.1275, 7.0925, 2.5491], [0.6335, 7.8457, 1.4963], [0.9535, 7.2955, 0.2937], [0.8454, 5.9472, 0.0736], [2.4962, 2.5337, 1.6713], [3.1054, 2.0711, 2.8247], [4.5035, 2.1333, 2.9869], [5.3010, 2.7225, 2.0165], [4.6701, 3.1356, 0.8346], [3.3099, 3.0104, 0.6090], [-1.9445, -0.6001, 1.9392], [-0.7850, -1.1959, 1.8103], [-0.7481, -2.0886, 2.8794], [-1.8741, -1.9028, 3.6741], [-2.6670, -0.9717, 3.0191], [-3.9298, -0.4727, 3.4920], [-2.2451, -2.4013, 5.0232], [-3.0093, -3.5196, 5.2259], [-3.5144, -3.8594, 6.4528], [-3.1738, -3.0888, 7.5630], [-2.3316, -1.9881, 7.4037], [-1.8726, -1.6632, 6.1513], [0.4183, -2.9124, 3.1916], [0.9791, -3.7322, 2.2235], [2.2348, -4.3395, 2.4532], [2.8518, -4.2030, 3.6777], [2.2257, -3.4623, 4.6849], [1.0251, -2.8500, 4.4510], [-2.9175, -2.6712, -0.0679], [-4.4174, -2.5258, -0.9080], [-4.2232, -1.6393, 0.5356], [-1.7472, -3.0807, -3.7981], [-2.7266, -4.6980, -5.3520], [-5.1116, -4.6605, -5.7807], [-6.6040, -3.0085, -4.5187], [-5.5696, -1.3932, -3.0109], [-2.9595, 1.8874, -4.7209], [-2.0673, 2.2081, -6.9989], [-0.1230, 0.7999, -7.7774], [0.8521, -0.9215, -6.2862], [-0.2662, -1.2585, -3.9414], [-2.6836, 3.2689, -0.3102], [-2.1205, 4.8189, 0.2006], [-2.8901, 3.9394, 1.4279], [-0.3335, 5.0825, 3.0824], [-0.1742, 7.4979, 3.5101], [0.6047, 8.9342, 1.6653], [1.2942, 7.9390, -0.5184], [1.0889, 5.4898, -0.8986], [2.4253, 1.6916, 3.6229], [4.9974, 1.6152, 3.8336], [6.3778, 2.8118, 2.0897], [5.2750, 3.5074, 0.0093], [2.8530, 3.2005, -0.3330], [-3.7987, 0.2641, 4.3121], [-4.5608, -1.3155, 3.7756], [-4.3226, 0.0648, 2.6503], [-3.3678, -4.0627, 4.3637], [-4.1198, -4.7302, 6.5577], [-3.4938, -3.2769, 8.5656], [-2.0754, -1.4130, 8.2859], [-1.1823, -0.7971, 6.0362], [0.4454, -3.8817, 1.2714], [2.6982, -5.0068, 1.7261], [3.8302, -4.5540, 3.8861], [2.7287, -3.2324, 5.6014], [0.5767, -2.2847, 5.2686], [1.4365, 1.2740, -1.0817], [1.9909, 1.6100, -2.2558], [1.5225, 2.7108, -2.9195], [2.0675, 2.9778, -4.1726], [3.0702, 2.1618, -4.6882], [3.5955, 1.0972, -3.9943], [3.0652, 0.8336, -2.7432], [3.5558, -0.2833, -1.9304], [3.4204, -0.4679, -0.6189], [4.1649, -1.6009, -0.2994], [4.7535, -2.0728, -1.4152], [4.4164, -1.2077, -2.4319], [0.7015, 3.3286, -2.5402], [1.6390, 3.7498, -4.7950], [3.4751, 2.4377, -5.6561], [4.3384, 0.4362, -4.4053], [4.0945, -2.0797, 0.6715], [5.4251, -2.8818, -1.6860], [4.4055, -1.5641, -3.4008], [2.0724, -0.8430, 1.8432], [2.9514, -0.5229, 2.0804], [2.0764, -1.8312, 1.8935], [3.7504, -5.2465, -1.5934], [3.1586, -4.8219, -3.8998], [0.6872, -1.9587, -1.1754], [4.4928, -3.2972, -5.2000], [0.8302, -5.0772, -4.4413]],
  "forces_ev_per_a": [[0.96, 0.81, 0.10], [-0.47, -1.17, 0.07], [-0.27, 0.64, -0.72], [-0.16, -0.95, -0.30], [0.29, 0.17, -0.21], [-0.53, 0.35, 0.73], [-0.13, -0.08, 0.10], [0.38, -0.85, -0.06], [1.07, 0.53, 0.09], [0.44, -0.81, -0.09], [0.68, -0.10, -0.24], [-1.19, 0.53, 0.09], [-0.83, -0.19, 0.19], [0.05, 0.51, 0.38], [-1.50, 0.59, 0.89], [0.21, -0.08, -1.26], [0.20, -0.09, 0.22], [0.06, -0.02, -0.48], [0.77, -0.48, 0.23], [0.22, 0.54, -0.56], [0.26, 0.13, 0.04], [-0.66, -0.39, 0.13], [-0.11, 0.94, -0.18], [0.56, -0.05, 0.16], [-0.66, 0.00, -0.60], [0.45, -1.38, 0.06], [-0.17, -0.95, 0.24], [-0.05, -0.41, 0.94], [0.23, -0.40, -0.59], [-1.05, 1.93, 1.68], [0.55, 0.72, -1.35], [0.22, -1.34, -0.59], [0.27, 0.64, -1.53], [-0.52, -0.23, 0.88], [0.21, -0.72, 0.48], [-0.99, -0.10, -0.62], [0.40, 0.16, -0.70], [0.23, -0.49, 1.95], [-0.18, 1.09, -0.95], [-0.36, -1.17, 0.79], [-0.78, 0.95, 0.58], [0.26, -0.28, -0.30], [1.74, -1.18, 0.90], [0.13, 0.49, 0.24], [0.60, 0.70, 0.15], [-1.01, -0.29, -1.20], [0.48, 0.34, 1.38], [0.42, 0.34, -0.48], [-0.43, -0.51, 0.33], [0.94, 1.19, -0.52], [0.09, -0.39, 0.22], [0.53, -0.41, -0.69], [-0.58, -0.60, -0.22], [-0.54, 1.07, 0.53], [0.38, -0.02, -0.58], [-0.58, 0.51, 0.20], [0.30, -0.18, 0.36], [0.23, 0.36, -0.30], [0.19, 0.62, 0.24], [-0.01, -0.02, -0.01], [-0.46, 0.66, 0.34], [-0.55, -0.05, 0.00], [0.74, -0.03, 0.08], [0.05, 0.19, -0.18], [0.69, -0.30, -0.23], [0.46, -0.30, 0.40], [-0.13, 0.02, 0.33], [-0.64, 0.30, 0.37], [0.36, 0.07, -0.70], [-0.29, 0.25, 0.68], [0.82, 1.27, -0.47], [-0.53, -0.39, -0.08], [-0.10, -0.06, 0.22], [0.10, 0.15, -0.27], [0.49, -0.50, -0.44], [-0.09, -0.13, 0.22], [-0.03, 0.33, 0.53], [0.84, 0.16, -0.55], [-0.55, 0.68, -0.34], [-0.10, -0.12, 0.21], [0.02, 0.00, 0.20], [-0.11, 0.39, -0.55], [-0.09, -0.66, -0.28], [-0.05, 0.27, 0.09], [-0.75, 0.20, -0.18], [0.21, -0.25, -0.16], [-0.42, -0.42, 0.07], [-0.44, -0.48, 0.28], [0.15, 0.08, -0.18], [-0.67, -0.62, -0.01], [0.48, 0.18, 0.43], [-0.26, 0.38, -0.16], [0.70, -0.63, -0.12], [0.21, -0.33, 0.50], [0.04, 0.05, -0.41], [-0.21, -0.30, -0.05], [0.33, -0.96, 1.17], [-0.29, 0.92, -1.16], [-0.10, -0.52, 0.22], [0.23, 0.90, -0.96], [-0.53, 0.05, 0.40], [-0.69, -0.41, 0.53], [0.91, 0.11, -0.26], [-0.90, -0.17, 0.27], [-0.41, -0.09, 0.31], [0.85, 0.10, -0.78], [-0.86, -0.19, 0.00], [0.27, -0.50, 0.06], [0.14, 0.21, 0.05], [-0.05, -0.25, -0.04], [0.30, 0.13, -0.18], [0.24, 0.24, -0.21], [-0.39, 0.04, 0.57], [0.28, 0.35, 0.22], [0.14, -0.77, 0.12], [0.11, 0.09, -0.04], [-0.02, 0.58, 0.13], [-0.06, -0.26, -0.79], [-0.83, 0.59, 0.84], [-0.51, -0.41, -0.36], [-0.02, -0.26, 0.09], [0.68, -0.09, -0.03]],
  "mulliken_charge": [-0.38, -0.81, 0.50, -0.43, 0.00, -0.31, 0.28, -0.46, 0.23, -0.65, -0.37, -0.77, -0.06, 0.26, -0.13, -0.78, -0.46, -1.20, 0.45, -0.25, -0.75, 0.33, -0.85, 0.69, 0.59, -1.02, -0.50, -0.26, -0.75, -0.37, -0.84, 0.18, 0.55, -0.03, -0.57, -0.67, -0.79, -0.23, -0.96, 0.50, 0.25, 0.03, 0.72, -1.06, -0.63, -0.09, -0.84, -0.33, -0.86, 0.18, -0.43, -0.18, -0.70, -0.55, -0.78, -0.18, 0.28, 0.44, 0.24, 0.09, 0.34, 0.42, 0.33, 0.46, 0.38, 0.39, 0.40, 0.48, 0.30, 0.34, 0.51, 0.30, 0.37, 0.41, 0.32, 0.42, 0.49, 0.45, 0.38, 0.42, 0.39, 0.54, 0.26, 0.34, 0.59, 0.45, 0.46, 0.42, 0.40, 0.38, 0.61, 0.52, 0.49, 0.41, 0.29, 2.09, 0.09, 0.17, -1.09, -1.01, -0.69, -0.47, 0.35, 0.41, -0.19, -1.19, 0.27, 0.71, 0.43, 0.41, 0.64, 0.32, 0.67, 0.03, 0.60, 0.11, -0.27, -0.48, 0.70, -0.60, -0.55, -0.42],
  "e_tot_ev": -376235.509,
  "e_lumo_ev": -0.6,
  "homo_energy_ev": -6.96
}

# 2
{
  "formula": "C4H25O11Sr",
  "method": "wB97M-V/def2-TZVPD",
  "elements": ["Sr", "C", "C", "O", "O", "H", "H", "H", "C", "O", "H", "H", "H", "H", "C", "O", "H", "H", "H", "H", "O", "H", "H", "O", "H", "H", "O", "H", "H", "O", "H", "H", "O", "H", "H", "O", "H", "H", "O", "H", "H"],
  "xyz": [[-2.3681, 2.9914, 1.9965], [0.2741, -0.5039, 0.8137], [-0.4470, 0.6442, 1.4512], [-0.1641, 1.8304, 1.0687], [-1.3592, 0.4599, 2.3133], [0.6458, -1.1860, 1.5777], [1.1051, -0.1584, 0.2111], [-0.4490, -1.0403, 0.1938], [3.1180, -1.0202, -1.4849], [2.9389, -1.8639, -0.3310], [2.6463, -1.4667, -2.3605], [2.6680, -0.0301, -1.3259], [4.1874, -0.9216, -1.6218], [2.0387, -2.2059, -0.3564], [-0.2142, 2.4885, -2.2509], [0.7430, 2.2546, -3.2568], [-0.6049, 1.5797, -1.7722], [0.1936, 3.1271, -1.4546], [-1.0342, 3.0481, -2.7029], [1.5894, 2.0308, -2.8564], [-0.7068, 4.4176, 0.8466], [-0.0667, 3.6816, 0.7087], [-0.3398, 5.1831, 0.3873], [2.6483, 2.4300, 0.5476], [1.7298, 2.2011, 0.7385], [3.1873, 1.7735, 1.0010], [0.0550, -0.4308, 4.8114], [-0.3592, -0.3489, 3.9443], [-0.1174, -1.3350, 5.0924], [-2.1501, -0.8179, -2.4542], [-1.5955, -0.0509, -2.2741], [-2.7606, -0.8727, -1.7133], [0.5384, -3.2376, -1.6729], [-0.2523, -3.3700, -1.1281], [0.2089, -2.7978, -2.4636], [-3.0327, -1.9192, 2.9579], [-2.5721, -2.7568, 3.0704], [-2.3398, -1.2581, 2.8272], [-2.2493, -3.7237, -0.8486], [-2.6667, -3.9076, -1.6978], [-2.6663, -2.9176, -0.5322]],
  "forces_ev_per_a": [[1.47, -1.18, -0.12], [-0.17, 0.06, 0.35], [-0.02, 0.39, -0.01], [-0.88, 0.29, 0.27], [-0.33, 0.63, -0.33], [-0.05, -0.06, 0.00], [0.00, 0.02, -0.07], [0.12, -0.08, -0.03], [-0.46, -0.58, 0.73], [0.06, 0.66, -0.29], [0.18, -0.04, -0.11], [0.15, 0.05, 0.01], [0.08, 0.11, -0.17], [0.04, -0.29, -0.34], [0.28, 0.57, 0.06], [-0.23, -0.15, 0.11], [0.13, -0.03, -0.08], [0.01, -0.17, -0.04], [-0.06, -0.19, -0.09], [-0.03, -0.02, 0.05], [0.15, -0.42, -0.01], [-0.18, 0.30, 0.04], [-0.14, 0.09, 0.11], [-0.12, 0.16, -0.16], [0.11, -0.27, 0.08], [-0.01, 0.02, 0.00], [-0.01, 0.04, -0.11], [-0.09, -0.02, 0.09], [0.03, 0.03, 0.05], [0.06, -0.02, 0.13], [-0.01, -0.04, -0.13], [-0.05, 0.07, -0.06], [0.08, 0.32, 0.32], [-0.11, -0.20, -0.27], [-0.04, -0.04, 0.00], [0.08, 0.10, -0.12], [-0.07, -0.02, 0.02], [0.01, -0.02, -0.02], [0.08, 0.08, 0.08], [0.05, -0.04, 0.00], [-0.12, -0.10, 0.07]],
  "mulliken_charge": [1.71, -0.02, 0.59, -0.64, -0.84, 0.46, -0.29, 0.10, -0.32, -0.51, 0.20, 0.02, 0.30, 0.32, -0.04, -0.53, -0.21, 0.10, 0.37, 0.31, -0.74, 0.51, 0.30, -0.66, 0.19, 0.37, -0.64, 0.28, 0.32, -0.60, 0.30, 0.29, -0.59, 0.33, 0.30, -0.65, 0.33, 0.33, -0.65, 0.34, 0.27],
  "e_tot_ev": -27906.944,
  "charge": 1,
  "e_lumo_ev": -5.6,
  "homo_energy_ev": -12.08
}